[1]
{
  "formula": "C2H12NO2S",
  "method": "ωB97M-V/def2-TZVPD",
  "spin_multiplicity": 1,
  "charge": 1,
  "homo_energy_ha": -0.4668,
  "energy_ha": -686.58165,
  "gap_ev": 9.760,
  "relative_energy_ev": 0.388,
  "symbols": ["C", "C", "S", "N", "H", "H", "H", "H", "H", "H", "H", "H", "H", "H", "O", "H", "H", "O"],
  "coordinates": [[-0.573485, -0.108408, 0.780062], [-0.176278, 1.150874, 1.525625], [-0.901257, 2.561749, 0.655284], [0.340811, -0.474270, -0.406623], [-0.412185, -0.953717, 1.455912], [-1.585203, -0.286789, 0.427803], [-0.707981, 1.080472, 2.452166], [0.898267, 1.163134, 1.693333], [-0.920465, 3.405295, 1.698562], [0.695963, -1.424738, -0.224924], [-0.120183, -0.200720, -1.287576], [1.127363, 0.178228, -0.391009], [-1.408474, 1.641453, -2.566660], [-0.068273, 1.394617, -3.229957], [-0.562347, 1.204538, -2.424783], [2.054033, -3.582281, -0.506739], [0.853583, -3.719549, 0.320857], [1.466104, -3.029889, 0.028665]],
  "forces_ev_per_angstrom": [[0.984, -1.945, 0.114], [-1.178, -0.269, -0.929], [0.295, 0.510, -0.107], [-0.211, 1.738, 1.087], [0.062, 0.139, 0.138], [-0.204, 0.912, 0.047], [0.050, -0.031, 0.755], [0.048, 0.223, -0.007], [0.039, -0.035, -0.074], [0.060, -0.253, -0.989], [-0.047, -0.654, -0.231], [0.213, -0.236, 0.121], [-0.121, 0.011, 0.153], [0.106, -0.046, -0.008], [0.018, -0.079, -0.160], [0.321, 0.536, -0.123], [-0.210, 0.284, 0.324], [-0.226, -0.804, -0.110]]
}


[2]
{
  "formula": "C2H12NO3",
  "method": "ωB97M-V/def2-TZVPD",
  "spin_multiplicity": 2,
  "charge": 0,
  "homo_energy_ha": [-0.2049, -0.3317],
  "energy_ha": -363.78435,
  "gap_ev": [5.964, 9.411],
  "relative_energy_ev": 0.234,
  "s2": 0.7536,
  "symbols": ["C", "C", "N", "H", "H", "H", "H", "H", "H", "H", "H", "O", "H", "H", "O", "H", "H", "O"],
  "coordinates": [[0.509660, -0.939309, -2.387405], [0.112541, 1.496107, -2.039383], [0.559858, 0.273366, -1.605873], [1.037482, -1.733136, -1.856195], [0.876821, -0.761406, -3.396294], [-0.506495, -1.356566, -2.382377], [0.114416, 1.664814, -3.107587], [-0.256101, 2.144163, -1.266207], [0.990175, 0.262434, -0.689624], [-3.665965, -0.725370, -0.303421], [-2.373444, -0.760476, -1.045718], [-2.725233, -0.687265, -0.138924], [1.952832, -0.676106, 1.469890], [0.648959, 0.112250, 1.723982], [1.219628, -0.254254, 1.026196], [0.297578, -0.481817, 4.206678], [1.382793, 0.553364, 4.442688], [0.491495, 0.460148, 4.098878]],
  "forces_ev_per_angstrom": [[-0.364, 0.133, 1.031], [0.099, -0.966, -0.213], [0.335, 0.329, 0.055], [0.579, 0.218, -0.289], [0.007, -0.317, -0.126], [-0.197, 0.268, -0.585], [-0.331, 0.325, 0.110], [0.038, 0.521, -0.236], [-0.354, -0.462, -0.218], [-0.464, 0.020, 0.210], [0.161, 0.170, 0.615], [0.352, -0.137, -0.787], [0.205, -0.052, 0.234], [0.316, -0.134, -0.150], [-0.365, 0.140, 0.426], [-0.079, 0.238, 0.037], [0.139, 0.130, 0.077], [-0.076, -0.425, -0.192]]
}


[3]
{
  "formula": "C2H12NO3",
  "method": "ωB97M-V/def2-TZVPD",
  "spin_multiplicity": 1,
  "charge": 1,
  "homo_energy_ha": -0.5399,
  "energy_ha": -363.63219,
  "gap_ev": 11.509,
  "relative_energy_ev": 0.508,
  "symbols": ["C", "O", "C", "N", "H", "H", "H", "H", "H", "H", "H", "H", "H", "H", "O", "H", "H", "O"],
  "coordinates": [[-0.440657, 1.838857, 0.329034], [0.762529, 1.777482, -0.338269], [-1.467392, 0.860590, -0.186947], [-1.006114, -0.590092, -0.007486], [-0.271842, 1.646210, 1.394834], [-0.916826, 2.825236, 0.310575], [0.904304, 2.431834, -1.026813], [-1.594398, 0.963902, -1.262520], [-2.420742, 0.943655, 0.326368], [-0.002636, -0.686350, 0.153092], [-1.447770, -0.941720, 0.839191], [-1.333814, -1.163430, -0.780580], [0.877807, -2.033969, 1.998944], [2.114195, -1.343682, 1.443064], [1.204493, -1.202005, 1.677360], [1.982410, -2.116923, -0.992680], [1.748960, -1.540020, -2.360147], [1.307493, -1.669575, -1.517019]],
  "forces_ev_per_angstrom": [[-0.954, 0.657, 0.838], [1.008, -0.661, -0.254], [0.347, -0.692, -0.635], [-1.016, 0.649, 0.569], [0.202, -0.100, -0.077], [0.086, 0.017, -0.173], [-0.392, 0.165, 0.079], [-0.158, 0.232, 0.037], [-0.046, 0.150, -0.054], [0.602, -0.048, -0.326], [0.037, -0.177, 0.039], [0.396, -0.132, -0.087], [-0.014, -0.690, 0.433], [0.717, -0.020, -0.013], [-0.714, 0.679, -0.374], [-0.132, -0.037, -0.016], [-0.083, 0.120, -0.251], [0.114, -0.109, 0.266]]
}


[4]
{
  "formula": "C2H12NO3",
  "method": "ωB97M-V/def2-TZVPD",
  "spin_multiplicity": 1,
  "charge": 1,
  "homo_energy_ha": -0.5585,
  "energy_ha": -363.63918,
  "gap_ev": 12.143,
  "relative_energy_ev": 0.318,
  "symbols": ["C", "O", "C", "N", "H", "H", "H", "H", "H", "H", "H", "H", "H", "H", "O", "H", "H", "O"],
  "coordinates": [[0.912596, -1.169107, 1.167999], [1.727744, -0.009421, 1.514723], [0.462835, -1.141467, -0.281845], [0.116570, 0.242473, -0.714627], [1.598129, -2.001599, 1.316059], [0.071841, -1.037634, 1.853827], [2.641544, -0.171071, 1.250336], [-0.293626, -1.876900, -0.542833], [1.298995, -1.395709, -0.956331], [-0.383586, 0.767015, 0.052412], [0.911517, 0.762354, -1.069003], [-0.579765, 0.291180, -1.482957], [-2.589466, 1.141184, -2.833670], [-2.797580, -0.265664, -2.192818], [-2.133285, 0.366717, -2.489136], [-0.792073, 2.416223, 2.032671], [0.347240, 1.424863, 1.875838], [-0.519631, 1.656563, 1.499355]],
  "forces_ev_per_angstrom": [[0.948, 1.295, 0.381], [-0.322, -0.164, -0.728], [1.562, -0.032, -1.207], [-1.838, 0.309, -0.035], [-0.909, -0.615, 0.305], [0.092, -0.828, -0.067], [-0.051, 0.083, 0.131], [-0.446, 0.311, 0.330], [-0.121, -0.161, 0.467], [0.797, 0.140, -0.240], [0.267, 0.122, 0.533], [-0.079, -0.453, -0.101], [-0.138, -0.087, -0.002], [-0.177, 0.191, -0.199], [0.373, -0.155, 0.257], [-0.303, -0.108, -0.301], [-0.009, -0.093, -0.147], [0.354, 0.244, 0.625]]
}


[5]
{
  "formula": "C2H12NO3S",
  "method": "ωB97M-V/def2-TZVPD",
  "spin_multiplicity": 1,
  "charge": -1,
  "homo_energy_ha": -0.1257,
  "energy_ha": -762.06029,
  "gap_ev": 7.039,
  "relative_energy_ev": 1.720,
  "symbols": ["C", "C", "S", "N", "H", "H", "H", "H", "H", "H", "H", "H", "O", "H", "H", "O", "H", "H", "O"],
  "coordinates": [[1.171805, -0.821055, 0.780405], [1.666168, 0.492400, 0.053282], [0.374308, 1.618445, -0.531778], [1.255537, -2.014917, -0.165181], [0.110385, -0.743154, 0.979341], [1.695254, -1.149026, 1.644197], [2.288759, 0.355187, -0.947550], [2.276219, 0.959637, 0.631304], [2.153333, -2.074021, -0.615553], [0.406381, -2.149431, -0.760029], [0.078555, 0.499418, -2.512425], [0.482666, 1.744109, -3.222728], [0.138319, 0.821008, -3.408852], [-1.227579, 1.671421, 1.395600], [-1.989360, 0.821311, 2.561474], [-2.064534, 1.590332, 1.967170], [-3.271228, -0.468561, 1.420966], [-2.409071, -0.408194, 0.168269], [-3.135917, -0.744909, 0.562087]],
  "forces_ev_per_angstrom": [[-0.150, -0.737, -3.975], [-2.531, -3.162, -4.561], [-0.763, 0.127, 0.905], [-1.437, 0.010, 1.029], [-0.123, 0.314, 0.389], [0.704, 0.334, 0.967], [-0.992, -0.749, 2.097], [3.826, 3.195, 3.928], [-0.318, 0.135, -0.514], [1.651, 0.510, 0.507], [-0.161, -0.066, 1.007], [-0.653, -1.668, -0.191], [0.743, 1.657, -1.300], [-1.024, -0.461, 0.669], [0.516, 0.637, -0.574], [0.793, -0.032, -0.124], [0.121, 1.382, 2.264], [3.736, 2.260, -1.430], [-3.935, -3.686, -1.093]]
}


[6]
{
  "formula": "C2H12NSi2",
  "method": "ωB97M-V/def2-TZVPD",
  "spin_multiplicity": 1,
  "charge": 1,
  "homo_energy_ha": -0.5025,
  "energy_ha": -716.75060,
  "gap_ev": 9.091,
  "relative_energy_ev": 3.323,
  "symbols": ["C", "C", "N", "Si", "Si", "H", "H", "H", "H", "H", "H", "H", "H", "H", "H", "H", "H"],
  "coordinates": [[-0.981584, 1.329433, -1.056386], [-0.281260, 0.373274, -1.645787], [1.274818, -0.590976, 3.387893], [-0.873262, -0.306778, -3.318801], [0.376203, -0.301737, 1.234966], [-0.554016, 1.927568, -0.211897], [-1.885888, 1.841857, -1.275335], [0.730007, 0.136062, -1.213537], [0.495748, -0.255277, 3.913135], [1.944911, -0.017278, 3.957783], [1.591427, -1.523303, 3.760475], [-1.113500, 0.690180, -4.345710], [0.205893, -1.370204, -3.364892], [-2.118320, -0.942714, -3.064385], [1.611317, 0.336248, 0.725922], [0.442158, -1.731487, 1.381378], [-0.864653, 0.405133, 1.135178]],
  "forces_ev_per_angstrom": [[1.536, 1.819, 1.973], [-0.028, 0.291, -0.346], [1.401, 0.675, 1.031], [1.551, -1.202, 1.243], [2.281, -0.491, 0.832], [-0.049, -0.734, -0.384], [-0.987, -0.393, -1.083], [-0.856, 0.183, -0.722], [-1.465, -0.654, 0.676], [0.136, 0.061, -1.611], [-1.161, 0.659, -0.967], [0.438, 0.302, -0.288], [-0.502, 0.417, -0.945], [-1.022, -0.540, 0.136], [-0.438, -0.019, 0.171], [-0.409, -0.518, -0.629], [-0.425, 0.143, 0.911]]
}